(P)
# CH3ClN2

A structure of composition CH3ClN2 (ωB97M-V with the def2-TZVPD basis set, OMol25).

```
! RIJCOSX wB97M-V def2-TZVPD def2/J DEFGRID3
* xyz 0 1
C 0.41629 -0.83427 0.46694
N -0.12383 1.08762 -0.83093
N 0.92445 0.55265 -0.64478
Cl 1.38118 -2.39358 0.17176
H 0.77630 -0.44284 1.45347
H -0.63111 -0.95404 0.29039
H -0.26376 2.01564 -1.32664
*
```

Computed properties:
orbital gap: 9.662 eV

(Q)
# CH3ClN2

A cluster of 3 separate species, CH3ClN2 in total (ωB97M-V with the def2-TZVPD basis set, OMol25).

```
! RIJCOSX wB97M-V def2-TZVPD def2/J DEFGRID3
* xyz 0 1
C 0.74481 0.14816 -0.42755
N -1.64008 -0.47328 0.55114
N -1.95357 -1.01031 1.45096
Cl 0.97645 0.42277 1.46412
H 1.69210 -0.18528 -0.85782
H 0.65834 1.22029 -0.88455
H -0.47806 -0.12236 -1.29630
*
```

Computed properties:
orbital gap: 10.535 eV

(R)
# CH3ClN2

A cluster of 2 separate species, CH3ClN2 in total (ωB97M-V with the def2-TZVPD basis set, OMol25).

```
! RIJCOSX wB97M-V def2-TZVPD def2/J DEFGRID3
* xyz 0 1
C -1.56462 -0.23098 0.30174
N -0.66020 0.23923 -0.40300
N 2.34197 0.62145 0.61695
Cl -3.21221 0.06520 0.23444
H -1.29376 -1.21418 0.73995
H -0.85600 1.12667 -0.82800
H 1.81337 0.87018 -0.33943
*
```

Computed properties:
orbital gap (alpha / beta): 9.953 / 9.834 eV

Best to worst by energy: (Q), (P), (R).